92
Properties=species:S:1:pos:R:3 method="wB97M-V/def2-TZVPD" lumo_ev=-0.1 relative_energy_kcal_mol=3.1 spin_multiplicity=1 homo_lumo_gap_ev=7.2 e_tot_ha=-6472.673791
Ti 0.661 0.654 0.274
O -0.801 1.735 1.171
C -1.340 0.956 0.358
C -2.749 0.598 0.448
C -3.449 0.857 1.625
C -4.729 0.361 1.788
C -5.311 -0.386 0.773
C -4.627 -0.633 -0.410
C -3.338 -0.149 -0.592
P -2.341 -0.397 -2.117
C -2.694 1.166 -3.011
C -2.182 1.260 -4.307
C -2.322 2.420 -5.049
C -2.965 3.522 -4.498
C -3.467 3.446 -3.211
C -3.337 2.275 -2.471
C -3.383 -1.579 -3.055
C -4.495 -1.231 -3.823
C -5.202 -2.203 -4.516
C -4.813 -3.535 -4.441
C -3.712 -3.892 -3.677
C -2.997 -2.917 -2.994
H -2.961 1.413 2.414
H -5.267 0.541 2.709
H -6.310 -0.782 0.903
H -5.102 -1.209 -1.194
H -1.666 0.409 -4.738
H -1.920 2.469 -6.053
H -3.067 4.436 -5.070
H -3.970 4.299 -2.773
H -3.748 2.236 -1.471
H -4.800 -0.194 -3.885
H -6.060 -1.922 -5.113
H -5.366 -4.292 -4.983
H -3.403 -4.929 -3.621
H -2.122 -3.186 -2.412
S 4.029 -2.424 -1.542
C 2.911 -2.131 -2.746
N 2.656 -0.936 -3.333
C 1.421 -0.998 -4.112
C 1.264 -2.508 -4.359
N 2.108 -3.056 -3.310
H 2.797 -0.120 -2.750
H 1.513 -0.437 -5.040
H 0.590 -0.589 -3.531
H 1.623 -2.795 -5.351
H 0.231 -2.839 -4.251
H 2.244 -4.032 -3.124
C 4.640 1.976 5.764
C 3.501 1.115 5.291
C 2.453 1.657 4.556
C 1.417 0.860 4.097
C 1.426 -0.495 4.383
C 2.447 -1.057 5.140
C 3.479 -0.250 5.582
S 0.081 -1.466 3.791
O -0.873 -1.725 4.831
O -0.403 -0.816 2.596
N 0.785 -2.914 3.504
C 1.850 -3.169 2.528
C 1.463 -3.134 1.055
C 1.268 -1.733 0.554
O 0.350 -1.433 -0.244
O 2.015 -0.803 1.000
H 4.542 2.995 5.393
H 5.597 1.577 5.423
H 4.673 2.012 6.855
H 2.460 2.714 4.315
H 0.615 1.281 3.505
H 2.433 -2.114 5.366
H 4.287 -0.685 6.158
H 0.096 -3.645 3.623
H 2.240 -4.155 2.780
H 2.651 -2.451 2.704
H 0.569 -3.721 0.846
H 2.283 -3.554 0.465
C 4.263 0.787 1.068
N 3.489 1.999 1.311
C 4.094 3.192 1.637
C 3.116 4.113 1.726
N 1.935 3.453 1.458
C 0.665 4.150 1.323
C 2.147 2.141 1.182
Se 1.162 1.641 -1.675
H 5.315 1.064 1.043
H 3.981 0.343 0.117
H 4.091 0.059 1.856
H 5.158 3.279 1.769
H 3.151 5.165 1.944
H 0.847 5.214 1.454
H -0.049 3.810 2.068
H 0.258 3.969 0.330



90
Properties=species:S:1:pos:R:3 method="wB97M-V/def2-TZVPD" total_charge=-1 lumo_ev="2.5 / 2.5" s2=6.03 relative_energy_kcal_mol=13.3 spin_multiplicity=5 homo_lumo_gap_ev="4.6 / 7.1" e_tot_ha=-2639.756160
Ir 0.196 0.054 -0.014
O -5.927 -3.340 -1.659
C -4.689 -3.765 -2.228
C -3.554 -2.966 -1.678
C -2.292 -3.052 -2.316
C -1.274 -2.264 -1.841
N -1.406 -1.415 -0.819
C -2.607 -1.326 -0.175
C -3.699 -2.134 -0.605
C -2.711 -0.355 0.856
C -3.713 -0.387 1.863
C -3.759 0.574 2.833
C -4.744 0.476 3.967
O -4.897 -0.857 4.463
C -2.823 1.640 2.785
C -1.859 1.616 1.807
N -1.751 0.644 0.884
H -6.608 -3.954 -1.933
H -4.703 -3.654 -3.312
H -4.515 -4.825 -2.012
H -2.129 -3.706 -3.167
H -0.290 -2.293 -2.304
H -4.669 -2.035 -0.129
H -4.405 -1.223 1.897
H -5.734 0.790 3.642
H -4.433 1.148 4.767
H -4.039 -1.289 4.388
H -2.835 2.436 3.523
H -1.105 2.392 1.757
C -1.713 1.170 -4.397
C -0.333 0.578 -4.207
C 0.431 0.160 -5.299
C 1.694 -0.370 -5.084
C 2.558 -0.787 -6.251
C 2.185 -0.534 -3.786
C 1.418 -0.199 -2.648
C 0.173 0.422 -2.932
N 1.739 -0.421 -1.312
C 3.063 -0.953 -0.906
C 4.196 0.024 -1.295
C 5.562 -0.509 -0.835
C 5.811 -1.889 -1.463
C 4.722 -2.871 -1.005
C 4.750 -2.983 0.523
C 4.466 -1.602 1.122
C 5.572 -0.629 0.694
C 3.109 -1.081 0.627
C 3.339 -2.372 -1.457
H -1.920 1.367 -5.453
H -1.818 2.108 -3.841
H -2.480 0.482 -4.020
H 0.044 0.264 -6.311
H 2.020 -0.695 -7.195
H 2.885 -1.824 -6.144
H 3.458 -0.168 -6.311
H 3.185 -0.928 -3.690
H -0.426 0.773 -2.090
H 3.978 0.985 -0.817
H 4.211 0.192 -2.375
H 6.345 0.185 -1.153
H 6.796 -2.264 -1.163
H 5.808 -1.806 -2.557
H 4.907 -3.854 -1.446
H 5.730 -3.347 0.862
H 3.993 -3.704 0.856
H 4.446 -1.677 2.212
H 6.548 -0.995 1.042
H 5.401 0.357 1.142
H 2.916 -0.095 1.050
H 2.307 -1.753 0.952
H 2.557 -3.039 -1.071
H 3.279 -2.409 -2.543
Cl -1.041 -2.280 3.321
O 0.487 -0.166 2.610
C 1.231 1.159 2.630
O 1.319 1.574 1.412
H 2.158 0.920 3.163
O -0.200 -0.335 4.961
B -0.164 -0.741 3.638
O 0.478 2.080 3.474
C 0.579 1.972 4.820
C 0.937 3.115 5.525
C 0.999 3.118 6.910
C 0.723 1.949 7.611
C 0.358 0.807 6.916
C 0.268 0.816 5.531
H 1.152 4.010 4.948
H 1.262 4.029 7.436
H 0.770 1.930 8.695
H 0.112 -0.118 7.430



94
Properties=species:S:1:pos:R:3 method="wB97M-V/def2-TZVPD" total_charge=-1 lumo_ev="2.2 / 1.7" s2=8.76 relative_energy_kcal_mol=0.0 spin_multiplicity=6 homo_lumo_gap_ev="6.9 / 6.3" e_tot_ha=-6884.159572
Fe -0.685 -0.228 0.421
C -3.719 3.633 0.379
C -2.327 2.928 0.141
O -1.997 2.068 0.859
C -1.536 3.294 -1.054
C -1.735 4.568 -1.722
C -1.109 4.891 -2.861
C -0.348 3.906 -3.459
C -0.147 2.632 -2.861
C -0.650 2.312 -1.612
O -0.357 1.151 -1.046
H -3.616 4.667 0.713
H -4.216 3.155 1.229
H -4.280 3.668 -0.600
H -2.412 5.286 -1.270
H -1.161 5.859 -3.321
H 0.191 4.118 -4.379
H 0.389 1.879 -3.412
C -0.032 -1.975 3.454
C 0.586 -0.618 3.329
N 0.132 0.346 2.552
C 0.777 1.515 2.783
C 1.759 1.252 3.682
N 1.669 -0.104 4.030
C 2.400 -0.863 4.984
N 3.816 -0.933 4.668
N 4.673 -0.729 5.691
N 5.942 -0.796 5.264
C 5.892 -1.025 3.896
C 6.925 -1.071 2.933
C 6.491 -1.076 1.627
C 5.165 -1.195 1.246
C 4.130 -1.196 2.112
C 4.472 -1.098 3.471
H 0.669 -2.799 3.210
H -0.986 -1.989 2.775
H -0.385 -2.130 4.498
H 0.410 2.409 2.303
H 2.546 1.834 4.099
H 1.962 -1.779 4.998
H 2.352 -0.483 5.975
H 8.000 -1.079 3.148
H 7.209 -1.047 0.894
H 5.085 -1.253 0.188
H 3.134 -1.414 1.924
Br 2.967 1.204 -5.885
C 3.313 2.572 -4.677
C 3.788 3.767 -5.195
C 4.122 4.808 -4.394
C 4.033 4.617 -3.024
C 3.594 3.407 -2.546
C 3.237 2.331 -3.310
I 2.516 0.495 -2.349
H 3.893 3.756 -6.285
H 4.490 5.723 -4.810
H 4.382 5.423 -2.342
H 3.545 3.192 -1.469
C -5.454 0.297 0.772
C -5.717 -1.218 0.756
O -4.717 -2.117 1.302
P -3.214 -2.064 0.638
O -2.493 -0.820 1.021
Te 1.231 -1.868 -0.178
O -2.355 -3.162 1.468
C -2.818 -4.495 1.578
C -1.752 -5.223 2.367
H -6.516 0.607 0.549
H -4.769 0.766 -0.034
H -5.108 0.751 1.657
H -5.924 -1.510 -0.297
H -6.543 -1.438 1.508
H -2.862 -4.908 0.545
H -3.831 -4.549 2.015
H -0.713 -5.037 2.039
H -2.047 -6.250 2.536
H -1.886 -4.951 3.430
C -3.167 0.255 -1.933
C -2.313 -0.893 -2.451
C -1.628 -0.653 -3.635
C -0.762 -1.702 -4.102
C -0.585 -2.833 -3.320
C -1.395 -3.080 -2.189
C -1.132 -4.312 -1.339
C -2.301 -2.119 -1.796
N -3.328 -2.418 -0.883
H -4.234 0.060 -2.019
H -2.901 1.088 -2.616
H -3.004 0.621 -1.014
H -1.480 0.331 -4.056
H -0.263 -1.724 -5.047
H 0.171 -3.586 -3.576
H -1.926 -5.068 -1.447
H -1.055 -3.875 -0.312
H -0.159 -4.685 -1.535